Record 1
Molecular formula: C2H8NS
Method: DFT, wB97M-V/def2-TZVPD

```
12
Properties=species:S:1:pos:R:3:nbo_charge:R:1
S 1.536 1.042 1.387 -1.06
H 1.136 2.267 0.964 0.08
C -1.242 0.455 -1.244 -0.60
C -0.864 -0.697 -0.296 -0.25
N -0.919 -2.019 -0.930 -0.86
H -1.111 1.417 -0.787 0.23
H -0.759 0.292 -2.230 0.18
H -2.325 0.379 -1.757 0.15
H 0.235 -0.648 -0.242 0.25
H -1.471 -0.420 0.535 0.19
H -1.238 -1.882 -1.906 0.33
H 0.030 -2.504 -1.028 0.35
```

Calculated values
M ... 78.160 g mol⁻¹
HOMO level ... -2.461 eV
Relative energy (zero: lowest compared OMol25 entry of this formula, charge and spin) ... 132.6 kJ/mol
Orbital gap ... 6.5 eV
Maximum force ... 4.06 eV Å⁻¹
LUMO ... 4.0 eV
Total charge ... -1

Record 2
Molecular formula: C3H4F2S2
Method: DFT, wB97M-V/def2-TZVPD

```
11
Properties=species:S:1:pos:R:3:nbo_charge:R:1
F -1.592 0.877 -0.950 -0.39
C -1.569 -0.388 -0.204 0.58
F -2.789 -0.591 0.295 -0.34
C -0.456 -0.309 0.994 -0.57
C 0.874 -0.112 0.361 -0.22
S 1.800 -1.431 -0.309 -0.03
S 1.264 1.585 0.093 0.16
H -1.589 -1.345 -0.897 0.18
H -0.575 0.369 1.854 0.25
H -0.624 -1.329 1.105 0.25
H 0.113 2.120 0.388 0.12
```

Calculated values
M ... 142.195 g mol⁻¹
HOMO level ... -9.079 eV
Relative energy (zero: lowest compared OMol25 entry of this formula, charge and spin) ... 155.4 kJ/mol
SMILES string ... FC(F)CC(=S)S
Orbital gap ... 8.2 eV
Maximum force ... 3.78 eV Å⁻¹
LUMO ... -0.9 eV

Record 3
Molecular formula: C34H13Cl2F15GeN3PtS
Method: DFT, wB97M-V/def2-TZVPD

```
70
Properties=species:S:1:pos:R:3:nbo_charge:R:1
Pt -0.697 0.897 -0.119 0.77
C -4.516 1.331 -2.141 -0.22
C -5.380 1.368 -1.066 -0.13
C -4.871 1.241 0.223 -0.20
C -3.514 1.095 0.397 0.14
N -2.664 1.107 -0.672 -0.44
C -3.154 1.206 -1.905 0.09
C -2.872 0.844 1.720 0.27
C -3.450 0.840 2.978 -0.21
C -2.646 0.532 4.068 -0.13
C -1.298 0.225 3.916 -0.19
C -0.763 0.245 2.640 0.16
N -1.570 0.552 1.616 -0.44
C 0.644 -0.056 2.216 0.25
C 1.592 -0.581 3.064 -0.23
C 2.850 -0.902 2.564 -0.13
C 3.119 -0.689 1.227 -0.23
C 2.134 -0.136 0.420 0.07
N 0.931 0.176 0.897 -0.45
H -4.870 1.405 -3.159 0.25
H -6.445 1.481 -1.218 0.25
H -5.533 1.240 1.077 0.24
H -2.424 1.181 -2.702 0.26
H -4.495 1.074 3.117 0.24
H -3.080 0.528 5.059 0.25
H -0.689 -0.009 4.777 0.24
H 1.353 -0.759 4.103 0.24
H 3.603 -1.320 3.218 0.25
H 4.079 -0.935 0.798 0.25
H 2.298 0.088 -0.625 0.25
Cl 1.107 3.404 1.734 -0.03
C 2.823 3.010 1.513 -0.40
Cl 3.886 4.268 2.132 0.01
H 2.998 2.887 0.448 0.22
H 3.033 2.098 2.061 0.21
F -0.277 6.387 -0.820 -0.31
C 0.980 5.962 -0.987 0.42
C 1.256 4.806 -1.698 -0.59
C 2.596 4.474 -1.837 0.40
F 2.936 3.375 -2.527 -0.31
C 3.617 5.231 -1.298 0.24
F 4.887 4.868 -1.441 -0.28
C 3.299 6.374 -0.582 0.32
F 4.260 7.097 -0.035 -0.27
C 1.977 6.745 -0.427 0.25
F 1.672 7.838 0.261 -0.28
Ge -0.066 3.631 -2.534 1.42
S 0.356 1.511 -2.096 -0.67
C -1.872 4.228 -1.993 -0.57
C -2.242 4.148 -0.660 0.41
F -1.363 3.690 0.245 -0.32
C -3.496 4.484 -0.195 0.24
F -3.808 4.343 1.094 -0.29
C -4.442 4.951 -1.091 0.31
F -5.662 5.254 -0.670 -0.27
C -4.109 5.085 -2.426 0.25
F -5.009 5.542 -3.290 -0.27
C -2.837 4.730 -2.854 0.42
F -2.584 4.919 -4.149 -0.30
C 0.108 3.696 -4.481 -0.59
C -0.670 2.834 -5.238 0.41
F -1.580 2.051 -4.629 -0.33
C -0.578 2.741 -6.611 0.25
F -1.350 1.903 -7.294 -0.28
C 0.334 3.547 -7.275 0.31
F 0.440 3.479 -8.591 -0.27
C 1.127 4.424 -6.558 0.25
F 1.998 5.199 -7.193 -0.27
C 1.003 4.486 -5.179 0.42
F 1.782 5.366 -4.538 -0.31
```

Calculated values
M ... 1119.130 g mol⁻¹
HOMO level ... -11.085 eV
Relative energy (zero: lowest compared OMol25 entry of this formula, charge and spin) ... 25.1 kJ/mol
Orbital gap ... 6.9 eV
Maximum force ... 0.90 eV Å⁻¹
LUMO ... -4.2 eV
Total charge ... +1

Record 4
Molecular formula: CH6N2S
Method: DFT, wB97M-V/def2-TZVPD

```
10
Properties=species:S:1:pos:R:3:nbo_charge:R:1
S 0.545 0.535 2.259 -0.85
H 0.812 -0.755 2.636 0.13
N -1.232 -0.286 -0.305 -0.75
C -0.165 -0.155 -1.047 0.37
N 0.862 0.584 -0.686 -0.76
H -1.192 0.001 0.693 0.45
H -2.097 -0.724 -0.568 0.41
H -0.215 -0.522 -2.059 0.19
H 1.623 0.602 -1.349 0.39
H 1.058 0.719 0.426 0.41
```

Calculated values
M ... 78.140 g mol⁻¹
HOMO level ... -7.485 eV
Relative energy (zero: lowest compared OMol25 entry of this formula, charge and spin) ... 43.5 kJ/mol
Orbital gap ... 7.8 eV
Maximum force ... 1.59 eV Å⁻¹
LUMO ... 0.3 eV

Record 5
Molecular formula: C4H4O3
Method: DFT, wB97M-V/def2-TZVPD

```
11
Properties=species:S:1:pos:R:3:nbo_charge:R:1
C -1.477 0.283 -0.440 -0.71
C -0.368 -0.657 -0.346 0.49
O -0.304 -1.582 -1.110 -0.48
C 0.566 -0.362 0.780 0.38
O 0.522 -0.685 1.935 -0.44
C 1.721 0.395 0.319 0.32
O 1.976 0.395 -0.857 -0.44
H -2.241 0.085 0.325 0.26
H -1.900 0.180 -1.444 0.25
H -0.947 1.324 -0.250 0.22
H 2.451 0.623 1.088 0.14
```

Calculated values
M ... 100.073 g mol⁻¹
HOMO level ... -9.838 eV
Relative energy (zero: lowest compared OMol25 entry of this formula, charge and spin) ... 189.0 kJ/mol
SMILES string ... CC(=O)C(=O)C=O
Orbital gap ... 8.7 eV
Maximum force ... 2.87 eV Å⁻¹
LUMO ... -1.1 eV